Entry 1:
# C36H53BGe2N6S7Zr

C36H53BGe2N6S7Zr as an isolated structure at a distorted geometry (the ωB97M-V functional and the def2-TZVPD basis, the Open Molecules 2025 dataset).

CARTESIAN COORDINATES (ANGSTROEM)
Zr: -1.0069 -0.2085 -0.8432
C: 3.0753 -4.5662 2.4676
C: 2.8866 -3.1277 1.9802
C: 2.8522 -3.1577 0.4597
C: 4.0321 -2.2451 2.4772
N: 1.6188 -2.5869 2.5642
C: 1.1006 -3.0922 3.7419
C: 0.0759 -2.3063 4.1117
N: -0.0420 -1.2993 3.1835
B: -1.0343 -0.1452 3.4488
N: -0.5224 1.1960 2.8559
C: 0.4703 1.8643 3.5289
C: 0.6152 3.0788 2.9700
N: -0.2878 3.1715 1.9334
C: -0.9613 1.9879 1.8619
S: -2.1590 1.5523 0.6932
C: -0.5398 4.4374 1.1746
C: 0.4934 5.4741 1.6085
C: -1.9385 4.9432 1.5402
C: -0.4045 4.2093 -0.3355
N: -2.4756 -0.4968 3.0248
C: -3.5287 -0.0310 3.7732
C: -4.6649 -0.5074 3.2391
N: -4.3238 -1.2764 2.1451
C: -2.9677 -1.2231 2.0011
S: -1.9845 -2.0246 0.8285
C: -5.3386 -1.9949 1.3146
C: -5.0918 -3.5023 1.4020
C: -6.7275 -1.6872 1.8665
C: -5.2678 -1.4926 -0.1224
C: 0.8872 -1.4906 2.2250
S: 1.0727 -0.4226 0.8747
H: 3.9023 -5.0101 1.9173
H: 2.1838 -5.1641 2.2713
H: 3.3191 -4.6198 3.5284
H: 3.7402 -3.6728 0.0925
H: 2.8405 -2.1628 0.0304
H: 1.9793 -3.7093 0.1161
H: 4.9841 -2.6341 2.1159
H: 4.0610 -2.2234 3.5680
H: 3.9173 -1.2252 2.1064
H: 1.5007 -3.9539 4.2390
H: -0.5747 -2.3608 4.9666
H: -1.0713 0.0124 4.6358
H: 0.9885 1.4186 4.3598
H: 1.2887 3.8714 3.2329
H: 0.4176 5.7020 2.6723
H: 0.2953 6.3932 1.0608
H: 1.5087 5.1497 1.3736
H: -1.9964 5.1711 2.6061
H: -2.6974 4.2026 1.2975
H: -2.1567 5.8512 0.9781
H: 0.2999 3.4044 -0.5522
H: -0.0361 5.1181 -0.8129
H: -1.3595 3.9628 -0.7840
H: -3.3765 0.5832 4.6430
H: -5.6773 -0.3736 3.5676
H: -5.1909 -3.8442 2.4338
H: -4.1012 -3.7654 1.0420
H: -5.8286 -4.0239 0.7909
H: -6.8370 -2.0305 2.8960
H: -7.4583 -2.2186 1.2604
H: -6.9532 -0.6213 1.8099
H: -4.4201 -1.9267 -0.6382
H: -5.1920 -0.4041 -0.1356
H: -6.1719 -1.7801 -0.6597
S: -1.8045 1.6464 -2.5115
S: -3.7466 1.2705 -2.6791
S: -3.8193 -0.6868 -3.4556
S: -2.1981 -1.5989 -2.7238
C: 4.4299 1.6347 -3.5312
Ge: 3.5371 1.5086 -1.7729
C: 3.5026 3.2668 -0.8638
C: 4.5403 0.2598 -0.6212
Ge: 1.2090 0.6679 -1.8867
C: 0.8319 1.2930 -3.7589
C: 0.2363 0.4802 -4.7290
C: -0.0668 0.9684 -5.9892
C: 0.2204 2.2880 -6.3153
C: 0.8167 3.1106 -5.3731
C: 1.1092 2.6149 -4.1096
C: 1.4708 -1.2548 -2.4220
C: 2.3370 -1.5924 -3.4624
C: 2.3651 -2.8734 -3.9891
C: 1.5146 -3.8541 -3.4900
C: 0.6643 -3.5528 -2.4412
C: 0.6605 -2.2673 -1.9148
H: 5.1327 2.4677 -3.5070
H: 3.7162 1.7958 -4.3367
H: 4.9886 0.7175 -3.7157
H: 4.5222 3.6039 -0.6714
H: 2.9815 3.1640 0.0895
H: 2.9992 4.0216 -1.4686
H: 5.5479 0.6394 -0.4442
H: 4.6168 -0.7251 -1.0830
H: 4.0245 0.1631 0.3348
H: 0.0031 -0.5505 -4.4994
H: -0.5398 0.3217 -6.7185
H: -0.0185 2.6713 -7.2989
H: 1.0473 4.1394 -5.6203
H: 1.5692 3.2698 -3.3737
H: 2.9763 -0.8242 -3.8833
H: 3.0399 -3.1060 -4.8032
H: 1.5192 -4.8498 -3.9128
H: 0.0088 -4.3128 -2.0320
H: 0.0140 -2.0826 -1.0397

Forces on the atoms, in the same order (eV/Å):
-1.22 0.58 1.32
-0.08 0.04 0.05
0.39 -0.01 -0.09
-0.12 0.03 -0.03
-0.06 0.05 0.00
-0.29 0.07 -0.09
-0.05 -0.08 0.15
-0.01 0.07 0.08
0.23 -0.20 -0.03
0.00 -0.06 -0.42
-0.16 0.37 0.07
0.04 -0.04 0.12
0.18 0.01 0.08
-0.15 -0.38 -0.05
0.23 -0.02 0.45
0.01 0.26 -0.17
-0.12 0.17 -0.14
-0.01 -0.05 0.06
0.10 -0.07 0.04
0.01 -0.05 0.01
-0.16 0.04 -0.22
0.02 0.04 0.18
-0.11 0.03 0.14
0.43 0.21 -0.09
-0.20 -0.12 0.49
-0.29 -0.34 -0.21
-0.10 -0.23 -0.13
0.03 0.11 0.08
0.03 0.00 0.07
0.03 0.01 -0.03
-0.33 -0.02 0.31
0.28 0.24 -0.44
0.03 0.03 0.02
0.03 -0.03 0.00
0.02 -0.03 -0.01
0.02 -0.01 0.08
-0.07 0.03 -0.07
-0.06 -0.01 -0.09
-0.01 -0.01 -0.02
0.00 0.00 0.00
0.00 -0.03 0.02
0.00 0.00 -0.07
0.04 -0.01 0.01
0.01 -0.02 0.09
-0.03 0.01 0.01
-0.05 -0.04 -0.02
0.02 0.04 -0.03
0.00 0.00 -0.02
0.01 0.04 -0.02
0.00 0.02 -0.01
-0.04 -0.02 -0.04
0.03 0.01 0.00
0.04 0.00 -0.01
-0.02 0.00 0.04
-0.08 -0.15 -0.08
0.01 -0.01 -0.02
0.08 0.00 -0.03
-0.02 -0.01 -0.02
0.06 0.00 -0.05
-0.01 0.01 0.01
-0.06 0.00 -0.02
0.01 -0.01 -0.02
-0.06 -0.03 -0.01
0.20 0.05 -0.13
0.01 0.03 -0.07
0.00 -0.02 0.03
0.02 -0.06 0.14
-0.13 -0.79 -0.47
-0.02 0.66 0.62
-0.10 -0.12 -0.32
-0.26 -0.07 0.25
-0.07 -0.01 0.64
0.08 -0.22 -0.17
-0.04 0.19 -0.09
1.70 0.41 -1.73
-0.09 0.18 -0.07
0.17 0.08 0.02
-0.03 0.01 -0.03
0.00 0.02 -0.02
-0.05 0.08 -0.03
0.02 -0.12 0.20
-0.20 -0.13 0.27
0.01 0.03 -0.02
0.02 0.02 0.02
0.03 -0.01 0.05
-0.24 -0.15 0.14
0.23 0.16 -0.36
0.00 0.01 0.01
0.03 0.00 -0.02
-0.01 -0.01 -0.03
0.00 0.02 0.01
-0.01 0.02 0.01
-0.02 0.00 0.02
0.01 -0.01 -0.01
-0.03 0.00 -0.01
0.02 0.01 -0.04
-0.07 -0.07 0.01
0.04 -0.01 0.00
0.01 0.00 0.00
0.01 0.00 0.01
0.00 0.07 -0.06
-0.01 -0.03 -0.06
0.00 -0.01 0.01
0.02 0.00 0.01
-0.01 0.02 -0.02
0.34 -0.70 0.09

Properties
**Multiplicity**: 2
**<S²>**: 0.759
**Highest occupied orbital energy (alpha / beta)**: -0.3661 / -0.3644 Ha
**Frontier orbital gap (alpha / beta)**: 6.74 / 5.03 eV
**Net charge**: +1

Here are the Mulliken charges for atoms 1 to 5, given in e: number 1, Zr, carries -2.137; number 2, C, carries -2.139; number 3, C, carries 1.562; number 4, C, carries -1.222; number 5, C, carries -1.523

***

Entry 2:
# H46O23

A 23-piece molecular cluster, H46O23 overall at a distorted geometry (the ωB97M-V functional and the def2-TZVPD basis, the Open Molecules 2025 dataset).

CARTESIAN COORDINATES (ANGSTROEM)
O: -7.6389 11.9602 3.9189
H: -8.4516 12.2251 4.3846
H: -7.1961 11.3580 4.5207
O: -4.2124 11.5623 6.5224
H: -4.5951 11.0959 5.7705
H: -4.7281 11.1641 7.2611
O: -10.7568 14.7546 7.4864
H: -10.4936 15.7210 7.4830
H: -11.6217 14.7730 7.9599
O: -13.2894 12.6276 11.2556
H: -14.1340 12.6799 11.7227
H: -12.6174 12.4354 11.9263
O: -6.2573 10.8746 8.4754
H: -5.8273 11.5941 8.9529
H: -6.0607 10.0470 8.9838
O: -8.4954 8.6563 12.8583
H: -7.9616 8.9727 12.1059
H: -7.9217 8.6697 13.6247
O: -9.0000 9.5838 10.1063
H: -9.9529 9.4324 10.2659
H: -8.9497 10.4669 9.7095
O: -6.4945 15.6251 10.5266
H: -6.1253 16.4182 10.1035
H: -6.8055 15.0672 9.7583
O: -10.4961 17.7466 7.5891
H: -11.3204 18.1826 7.3513
H: -10.3259 17.9337 8.5551
O: -13.8814 8.6689 8.8949
H: -14.6148 8.0716 9.0407
H: -13.3888 8.2530 8.1745
O: -9.5892 12.2139 12.9987
H: -9.5943 12.0095 13.9478
H: -9.4242 11.3428 12.5756
O: -12.3563 11.2934 8.7651
H: -12.6507 10.4798 8.3352
H: -12.7634 11.2516 9.6474
O: -6.3640 8.6155 10.0206
H: -7.3372 8.5103 9.9117
H: -6.0222 7.7167 10.1459
O: -10.2092 12.6942 5.3611
H: -11.0973 12.5663 4.9870
H: -10.3251 13.4315 6.0060
O: -9.1266 14.9018 11.4093
H: -8.1444 14.9412 11.4031
H: -9.3815 14.2836 12.1071
O: -9.6657 9.7461 7.0131
H: -9.1800 10.4709 7.4308
H: -9.6694 10.0198 6.0856
O: -13.0439 14.9743 9.3014
H: -13.4664 14.2958 8.7518
H: -12.7261 14.3871 10.0201
O: -9.9952 17.5240 10.3772
H: -9.9417 16.5643 10.5661
H: -9.2687 17.8548 10.9068
O: -9.8341 6.9293 7.7587
H: -9.8181 6.6578 8.6715
H: -9.8092 7.8970 7.6828
O: -11.2741 8.6901 11.5318
H: -10.4788 8.4784 12.0487
H: -11.9395 8.0547 11.8238
O: -6.9699 13.6663 8.6740
H: -7.8214 13.2194 8.7722
H: -6.7667 13.6676 7.7257
O: -13.6635 14.4449 4.9939
H: -12.8100 14.8048 5.2684
H: -13.7160 14.6278 4.0538
O: -9.8154 12.1556 8.7112
H: -10.7118 11.7468 8.5929
H: -9.8886 13.1032 8.4601

Forces on the atoms, in the same order (eV/Å):
-0.30 0.09 0.11
0.13 0.00 -0.10
0.04 -0.04 0.08
-0.53 -0.55 0.46
0.21 0.17 -0.14
0.26 0.39 -0.44
-0.21 1.06 0.06
-0.31 -1.01 -0.02
0.66 0.08 -0.06
0.11 -0.09 0.14
0.24 0.00 -0.06
-0.15 0.05 -0.10
0.41 -0.71 0.26
-0.26 0.08 0.13
-0.23 0.69 -0.36
-0.05 0.21 -0.49
-0.26 -0.09 0.24
0.16 -0.03 0.12
-0.41 0.04 0.19
0.41 -0.02 -0.16
0.03 0.06 -0.05
-0.24 -0.06 -0.99
-0.22 -0.38 0.34
0.58 0.41 0.71
0.30 0.01 0.84
0.06 -0.01 0.18
-0.29 -0.34 -0.93
0.34 0.00 -0.28
-0.28 -0.08 0.08
0.03 -0.02 0.15
0.01 -0.84 0.12
0.02 0.13 -0.40
-0.11 0.73 0.22
-0.37 -0.27 0.13
0.02 0.14 0.07
0.13 0.20 -0.20
-0.60 -0.76 0.28
0.52 0.33 -0.04
-0.03 0.39 -0.16
-0.49 0.46 0.22
0.44 0.04 0.16
0.07 -0.50 -0.32
0.46 0.03 0.04
-0.69 0.16 0.04
0.15 -0.09 -0.17
0.12 0.12 -0.35
-0.10 0.05 0.23
-0.15 -0.15 0.11
0.26 -1.14 0.09
-0.28 0.32 -0.08
-0.13 0.58 -0.12
-0.04 -0.54 0.01
-0.07 0.23 -0.09
0.18 0.27 0.07
-0.14 -0.18 -0.72
0.01 0.32 0.41
0.16 -0.04 0.29
0.15 -0.16 0.27
-0.07 0.07 0.08
0.09 0.15 -0.20
-0.01 0.12 -0.26
0.07 -0.19 -0.10
-0.13 -0.08 0.29
0.24 -0.05 0.20
-0.11 0.00 0.00
-0.02 0.05 -0.14
0.17 0.30 -0.13
0.43 0.57 0.14
-0.38 -0.69 0.12

Properties
**Highest occupied orbital energy**: -0.3919 Ha
**Frontier orbital gap**: 10.47 eV

Here are the natural (NBO) charges for atoms 1 to 5, given in e: number 1, O, carries -0.960; number 2, H, carries 0.493; number 3, H, carries 0.460; number 4, O, carries -0.961; number 5, H, carries 0.460

***

Entry 3:
# C35H72INO13

A 6-piece molecular cluster, C35H72INO13 overall at a distorted geometry (the ωB97M-V functional and the def2-TZVPD basis, the Open Molecules 2025 dataset).

CARTESIAN COORDINATES (ANGSTROEM)
C: 1.4784 0.8958 -2.6492
C: 0.5356 1.3316 -3.8453
C: -0.3866 0.1268 -4.3784
C: -1.3972 0.5902 -5.5109
C: -1.0395 -0.7100 -3.2268
C: -0.3696 -1.9641 -2.7760
C: 0.9714 -2.5202 -3.4095
O: 2.0995 -2.1980 -3.0160
O: 0.7717 -3.3883 -4.3619
N: -0.8699 -2.7424 -1.7280
C: -2.0165 -2.4199 -1.0293
C: -2.7788 -1.2057 -1.3867
I: -4.5313 -0.8531 -0.1835
C: -2.3021 -0.3253 -2.4923
C: -3.1254 0.9469 -2.8440
C: -2.3733 2.3292 -2.4779
C: -3.5097 3.3542 -1.9844
C: -4.5270 3.5255 -3.2168
O: -5.8036 2.9176 -2.9082
C: -6.2217 1.9866 -3.9094
H: 2.0397 1.8051 -2.2822
H: 2.2578 0.2113 -3.0856
H: 0.9213 0.4491 -1.7834
H: -0.0414 2.2748 -3.6645
H: 1.2287 1.5543 -4.7176
H: 0.3443 -0.5673 -4.9020
H: -0.8197 0.8095 -6.4600
H: -1.8682 1.5796 -5.2169
H: -2.2237 -0.1598 -5.6962
H: -0.3582 -3.5807 -1.4366
H: -2.3330 -3.0793 -0.1877
H: -4.1034 1.0023 -2.2735
H: -3.4350 0.9981 -3.9307
H: -2.0148 2.7413 -3.4586
H: -1.5716 2.1802 -1.7121
H: -3.0059 4.3457 -1.8174
H: -4.0307 2.9778 -1.0607
H: -4.0811 3.1351 -4.1785
H: -4.7339 4.6249 -3.3938
H: -6.0405 2.3226 -4.9674
H: -7.3333 1.8113 -3.7743
H: -5.7506 0.9565 -3.7958
C: 7.9263 -0.2255 -1.9963
O: 7.1984 0.0593 -0.8113
C: 6.4532 1.2680 -0.9044
C: 4.9888 0.9992 -1.2235
O: 4.8322 0.4247 -2.5131
C: 4.6599 -0.9920 -2.4648
H: 8.2250 -1.2733 -1.9689
H: 7.3306 -0.0592 -2.8960
H: 8.8259 0.3975 -2.0333
H: 6.8979 1.9424 -1.6436
H: 6.5144 1.7563 0.0739
H: 4.4532 1.9550 -1.2324
H: 4.5302 0.3651 -0.4573
H: 3.6386 -1.2273 -2.1746
H: 5.3569 -1.4680 -1.7707
H: 4.8409 -1.3897 -3.4638
C: 13.8625 -0.6553 0.8390
O: 13.4686 -1.2309 -0.3976
C: 13.2031 -2.6254 -0.2919
C: 11.7105 -2.9038 -0.1823
O: 11.1681 -2.3798 1.0246
C: 10.5109 -1.1347 0.8310
H: 13.7643 0.4268 0.7561
H: 13.2407 -0.9966 1.6692
H: 14.9096 -0.9000 1.0432
H: 13.7464 -3.0612 0.5529
H: 13.5792 -3.0919 -1.2081
H: 11.5589 -3.9876 -0.1559
H: 11.1734 -2.5114 -1.0520
H: 9.5215 -1.3044 0.3940
H: 11.0825 -0.4609 0.1893
H: 10.3874 -0.6612 1.8059
C: -1.4504 2.9292 4.3883
O: -2.2056 1.8205 3.9158
C: -3.3752 2.2172 3.2096
C: -3.1636 2.1612 1.7033
O: -2.1903 3.1097 1.2777
C: -0.9128 2.5221 1.0760
H: -0.4535 2.5751 4.6498
H: -1.3515 3.7132 3.6345
H: -1.9247 3.3419 5.2839
H: -3.6993 3.2147 3.5238
H: -4.1659 1.5084 3.4779
H: -4.1047 2.4243 1.2085
H: -2.8881 1.1523 1.3821
H: -0.8963 1.9901 0.1192
H: -0.6447 1.8333 1.8795
H: -0.1726 3.3227 1.0450
C: -6.6467 -7.2696 -1.7323
O: -7.7468 -6.3713 -1.7424
C: -7.7541 -5.5019 -0.6161
C: -7.1900 -4.1317 -0.9648
O: -5.8098 -4.2056 -1.3067
C: -5.5973 -4.2029 -2.7115
H: -6.5402 -7.6868 -2.7332
H: -5.7118 -6.7737 -1.4630
H: -6.8423 -8.0849 -1.0293
H: -7.2104 -5.9484 0.2228
H: -8.7989 -5.3824 -0.3121
H: -7.2657 -3.4884 -0.0818
H: -7.7650 -3.6640 -1.7703
H: -5.6966 -3.1823 -3.0980
H: -6.2937 -4.8605 -3.2350
H: -4.5815 -4.5525 -2.9015
C: -2.8072 3.6762 9.0108
O: -3.2235 3.1328 7.7663
C: -3.5082 1.7397 7.8467
C: -5.0032 1.4809 7.9671
O: -5.5255 1.9881 9.1906
C: -6.1660 3.2451 9.0303
H: -2.8899 4.7612 8.9521
H: -3.4249 3.3264 9.8405
H: -1.7620 3.4117 9.1979
H: -2.9620 1.2791 8.6762
H: -3.1489 1.2865 6.9167
H: -5.1704 0.3992 7.9732
H: -5.5437 1.8988 7.1113
H: -7.1629 3.0997 8.6005
H: -5.5910 3.9231 8.3964
H: -6.2720 3.6993 10.0163

Forces on the atoms, in the same order (eV/Å):
0.21 0.89 -0.77
0.47 -0.56 -0.52
0.43 -0.29 -0.23
0.08 0.66 0.36
-1.36 -1.33 2.23
-0.40 1.13 0.04
0.75 -3.02 -3.17
-1.74 0.62 0.85
-1.00 2.48 2.65
-1.09 1.99 -0.57
-0.94 2.38 -1.08
2.46 -1.60 -0.66
0.94 -0.24 -0.85
0.83 -1.37 -0.09
0.03 0.53 0.43
-1.72 -0.05 -0.15
0.82 -0.33 -1.56
0.05 0.91 0.90
0.78 -0.54 -1.27
-0.97 -1.02 -0.07
-0.65 -0.89 -0.30
-1.00 0.45 0.88
0.58 0.25 -0.84
0.42 -1.03 0.05
-0.85 -0.11 0.94
-0.91 0.53 0.83
-0.68 -0.49 1.06
0.43 -1.15 -0.39
1.08 0.77 0.09
-0.07 0.46 -0.42
0.37 0.60 -0.97
1.25 -0.59 -0.50
0.63 -0.44 1.23
0.23 -0.30 1.24
-0.61 0.21 -0.93
-0.61 -0.96 0.19
0.46 0.54 -1.00
-0.49 0.18 1.02
0.28 -1.10 0.24
-0.12 -0.03 1.00
1.25 0.39 -0.16
-0.28 1.21 -0.02
0.06 0.00 0.11
-0.04 0.11 -0.27
-0.16 -0.28 0.39
0.09 0.19 -0.52
0.31 0.01 0.30
0.00 -0.01 0.08
-0.01 0.02 0.09
-0.04 0.02 0.04
0.05 0.00 -0.11
-0.07 -0.06 -0.06
-0.01 0.03 -0.02
0.02 0.03 0.07
0.09 -0.03 0.01
0.19 -0.07 0.02
0.10 0.11 0.00
-0.11 0.10 0.02
0.07 0.04 -0.12
-0.09 -0.12 0.30
-0.18 0.20 -0.41
0.15 -0.20 0.44
0.16 0.20 -0.26
-0.19 -0.10 0.09
0.03 -0.03 -0.09
-0.01 -0.05 -0.04
0.02 0.01 0.11
-0.10 0.02 0.04
-0.01 -0.03 0.03
0.01 0.01 -0.05
0.08 0.06 0.01
0.00 0.14 -0.02
0.04 -0.05 -0.02
-0.01 -0.11 -0.01
-0.02 -0.02 0.20
-0.02 0.24 -0.19
0.14 -0.44 -0.03
-0.06 0.52 0.13
0.12 -0.30 0.09
-0.03 0.17 -0.04
-0.06 -0.10 0.01
-0.05 -0.04 -0.05
0.04 0.09 0.02
0.05 0.01 -0.08
-0.03 0.03 -0.03
-0.02 -0.05 0.01
0.06 0.05 0.11
0.13 -0.11 0.09
-0.05 -0.01 0.01
-0.09 0.01 -0.05
-0.13 -0.08 -0.04
0.31 0.10 0.15
-0.29 0.11 -0.37
0.28 -0.13 0.38
-0.19 -0.13 -0.23
0.16 0.11 0.07
-0.10 0.01 0.01
-0.03 0.04 0.02
0.10 -0.04 0.02
0.07 0.06 -0.05
0.03 0.02 0.03
-0.04 0.00 -0.01
0.00 -0.10 -0.02
-0.03 -0.03 -0.10
-0.03 0.01 0.04
-0.02 0.05 0.07
0.09 0.06 -0.11
-0.09 -0.11 0.28
-0.16 0.17 -0.45
0.18 -0.21 0.42
0.09 0.23 -0.26
-0.11 -0.10 0.13
0.02 -0.02 -0.09
-0.01 -0.05 -0.04
0.01 0.01 0.11
-0.10 0.03 0.04
-0.01 -0.02 0.01
0.01 0.01 -0.04
0.08 0.06 0.01
0.00 0.11 -0.04
0.02 -0.04 -0.02
-0.01 -0.11 -0.02

Properties
**Highest occupied orbital energy**: -0.3068 Ha
**Frontier orbital gap**: 7.31 eV

Here are the Mulliken charges for atoms 1 to 5, given in e: number 1, C, carries -0.596; number 2, C, carries -0.829; number 3, C, carries 0.339; number 4, C, carries -1.434; number 5, C, carries 0.210

***

Entry 4:
# C3H2Cl2O2

C3H2Cl2O2 as an isolated structure at a distorted geometry (the ωB97M-V functional and the def2-TZVPD basis, the Open Molecules 2025 dataset).

CARTESIAN COORDINATES (ANGSTROEM)
C: -0.3338 -1.5354 0.7618
C: -0.0217 -0.2467 0.0315
C: 0.1499 -1.6731 -1.3230
O: -0.5220 -1.7756 1.9034
O: -0.3233 -2.4624 -0.2653
Cl: -0.9092 -1.5640 -2.6770
Cl: 1.8049 -1.9800 -1.7255
H: -0.8563 0.3963 -0.1980
H: 0.9013 0.2614 0.2644

Forces on the atoms, in the same order (eV/Å):
0.09 0.60 -0.06
0.41 -2.98 -2.84
-0.31 3.47 3.13
-0.08 -0.22 -0.07
-0.05 -0.53 -0.06
-0.08 -0.18 -0.08
0.10 -0.21 -0.17
-0.21 0.06 0.02
0.12 0.01 0.13

Properties
**Highest occupied orbital energy**: -0.3773 Ha
**Frontier orbital gap**: 10.73 eV

Here are the natural (NBO) charges for atoms 1 to 5, given in e: number 1, C, carries 0.772; number 2, C, carries -0.469; number 3, C, carries 0.133; number 4, O, carries -0.507; number 5, O, carries -0.511